## w
A structure of composition C4H5N5. Source: the OMol25 dataset; level of theory: wB97M-V/def2-TZVPD.

Geometry as XYZ:
```
14
Properties=species:S:1:pos:R:3
C -0.45 1.51 1.58
C -1.44 -1.29 -0.68
C -0.03 -1.18 -1.04
C 1.82 -0.49 -1.38
H 0.24 2.17 0.96
H 0.00 1.43 2.89
H -1.38 1.83 1.71
H -2.19 -1.94 -0.94
H 2.75 -0.45 -1.74
N -0.52 0.23 0.71
N -1.65 -0.35 0.31
N 1.06 -1.60 -1.67
N 1.54 0.29 -0.46
N 0.25 -0.16 -0.25
```

Results
HOMO-LUMO gap	9.61	eV

## x
A cluster of 2 separate species, C4H5N5 in total. Source: the OMol25 dataset; level of theory: wB97M-V/def2-TZVPD.

Geometry as XYZ:
```
14
Properties=species:S:1:pos:R:3
C 0.39 0.57 2.20
C 1.39 -0.66 -1.80
C 0.68 1.20 -1.17
C -1.68 -0.56 0.86
N 1.24 0.64 2.98
N 1.50 0.69 -1.99
N 0.54 -1.02 -0.85
N 0.00 0.22 -0.44
N -0.77 0.54 0.55
H 1.98 -1.53 -2.29
H 0.44 2.21 -0.97
H -2.59 -0.24 0.44
H -1.42 -1.50 0.51
H -1.69 -0.58 1.96
```

Results
HOMO-LUMO gap (spin up / spin down)	8.73 / 8.73	eV

## y
An isolated molecule of C4H5N5. Source: the OMol25 dataset; level of theory: wB97M-V/def2-TZVPD.

Geometry as XYZ:
```
14
Properties=species:S:1:pos:R:3
C -0.24 0.87 0.90
C 1.51 -0.13 -0.50
C -0.45 -1.64 -0.94
C -1.71 0.25 -0.93
H 0.13 1.26 2.88
H 1.84 1.09 1.17
H 2.68 -0.21 -0.58
H -0.29 -2.75 -0.75
H -2.15 0.57 -1.87
N -0.57 1.28 2.05
N 1.13 0.59 0.61
N 0.84 -1.04 -1.11
N -1.68 -1.16 -0.79
N -1.04 1.00 -0.14
```

Results
HOMO-LUMO gap	9.30	eV

Quick look at relative energies in kcal/mol: w 67.3; x 59.3; y 0.0.

## w
A cluster of 2 separate species, C4H4O2 in total. Source: the OMol25 dataset; level of theory: wB97M-V/def2-TZVPD.

Geometry as XYZ:
```
10
Properties=species:S:1:pos:R:3
C 0.77 -0.54 -2.49
C 1.38 -0.38 -1.27
C 2.10 -0.54 -2.64
C 0.09 0.30 1.04
O 3.17 -0.62 -3.17
O 1.58 -0.21 -0.09
H -0.21 -0.67 -2.94
H 0.39 -0.36 1.90
H -0.84 0.04 0.68
H 0.14 1.42 1.20
```

Results
spin multiplicity	3
HOMO-LUMO gap (spin up / spin down)	7.13 / 8.13	eV

## x
A cluster of 2 separate species, C4H4O2 in total. Source: the OMol25 dataset; level of theory: wB97M-V/def2-TZVPD.

Geometry as XYZ:
```
10
Properties=species:S:1:pos:R:3
C -1.64 -0.84 0.15
C -0.72 -0.36 -0.66
C -1.85 -0.87 -1.32
C 1.75 0.85 0.62
O -2.55 -1.16 -2.22
O 1.24 0.93 -0.62
H -2.05 -1.06 1.11
H 2.77 1.27 0.59
H 1.88 -0.19 0.98
H 1.17 1.43 1.37
```

Results
spin multiplicity	3
HOMO-LUMO gap (spin up / spin down)	9.37 / 7.69	eV

Quick look at relative energies in kcal/mol: w 0.0; x 8.5.

## w
The ion CH2N3O2 with charge +1. Source: the OMol25 dataset; level of theory: wB97M-V/def2-TZVPD.

Geometry as XYZ:
```
8
Properties=species:S:1:pos:R:3
C 0.06 -2.14 0.15
N 0.89 -0.07 0.32
N -0.23 -0.90 0.07
N 1.66 -0.41 1.34
O 0.28 -3.23 0.09
O 2.63 0.26 1.50
H 1.06 0.71 -0.19
H -1.25 -0.49 -0.12
```

Results
net charge	+1
HOMO-LUMO gap	8.80	eV

## x
The ion CH2N3O2 with charge +1. Source: the OMol25 dataset; level of theory: wB97M-V/def2-TZVPD.

Geometry as XYZ:
```
8
Properties=species:S:1:pos:R:3
C 0.11 -0.25 -0.28
N -2.14 -1.54 -0.13
N -1.27 -1.96 -0.95
N -2.40 -0.64 0.56
O -2.97 0.00 1.31
O -0.16 -1.25 -0.99
H -0.46 0.19 0.53
H 1.07 0.21 -0.49
```

Results
net charge	+1
HOMO-LUMO gap (spin up / spin down)	8.38 / 8.38	eV

Quick look at relative energies in kcal/mol: w 0.0; x 91.9.

## w
A cluster of 2 separate species, C2H10NO in total. Source: the OMol25 dataset; level of theory: wB97M-V/def2-TZVPD.

Geometry as XYZ:
```
14
Properties=species:S:1:pos:R:3
N 0.15 1.40 -1.58
H -0.55 1.97 -1.13
H 0.65 0.79 -0.84
H -0.20 0.80 -2.32
H 0.83 2.03 -2.01
C 0.36 -0.90 1.10
O 1.14 -0.42 -0.01
C -1.11 -0.76 0.84
H 0.59 -1.96 1.20
H 0.65 -0.47 2.06
H 2.05 -0.62 0.24
H -1.36 0.31 0.81
H -1.49 -1.23 -0.06
H -1.72 -0.96 1.72
```

Results
net charge	+1
HOMO-LUMO gap	11.56	eV

## x
A cluster of 2 separate species, C2H10NO in total. Source: the OMol25 dataset; level of theory: wB97M-V/def2-TZVPD.

Geometry as XYZ:
```
14
Properties=species:S:1:pos:R:3
C -0.73 1.94 -1.42
O -0.12 1.40 -0.23
H 0.04 2.10 0.42
H -1.75 2.27 -1.23
H -0.10 2.71 -1.87
H -0.72 1.09 -2.10
C -0.09 -2.14 1.18
N 0.88 -1.25 0.50
H 1.43 -1.73 -0.22
H 0.33 -0.50 0.04
H 1.46 -0.78 1.19
H -0.88 -2.46 0.50
H -0.61 -1.60 1.96
H 0.38 -3.03 1.58
```

Results
net charge	+1
HOMO-LUMO gap	11.24	eV

Quick look at relative energies in kcal/mol: w 0.0; x 4.5.

## w
A cluster of 2 separate species, C2H10NO in total. Source: the OMol25 dataset; level of theory: wB97M-V/def2-TZVPD.

Geometry as XYZ:
```
14
Properties=species:S:1:pos:R:3
C -1.56 -0.15 1.66
N -0.26 0.53 1.50
H 0.31 0.07 0.78
H -0.35 1.50 1.23
H 0.29 0.48 2.37
H -2.07 -0.21 0.70
H -2.20 0.40 2.35
H -1.42 -1.16 2.03
C 1.40 -0.03 -2.11
O 0.44 -0.42 -1.10
H -0.43 -0.38 -1.48
H 2.00 0.78 -1.71
H 2.03 -0.90 -2.30
H 0.93 0.30 -3.03
```

Results
net charge	+1
HOMO-LUMO gap	11.24	eV

## x
A cluster of 2 separate species, C2H10NO in total. Source: the OMol25 dataset; level of theory: wB97M-V/def2-TZVPD.

Geometry as XYZ:
```
14
Properties=species:S:1:pos:R:3
O 0.88 -0.09 -2.49
H 1.25 0.68 -2.98
H 0.49 0.09 -0.14
H 1.26 -0.76 -3.13
C 0.46 0.13 2.00
N -0.04 -0.29 0.60
C -1.44 0.24 0.29
H 0.67 1.24 1.98
H -0.37 0.00 2.73
H 1.27 -0.56 2.26
H -0.05 -1.34 0.50
H -2.03 0.72 1.28
H -1.95 -0.67 -0.19
H -1.44 1.12 -0.34
```

Results
net charge	+1
HOMO-LUMO gap	12.31	eV

## y
A cluster of 2 separate species, C2H10NO in total. Source: the OMol25 dataset; level of theory: wB97M-V/def2-TZVPD.

Geometry as XYZ:
```
14
Properties=species:S:1:pos:R:3
C 0.27 -1.12 1.63
C 0.20 0.29 1.47
N -0.55 0.85 0.28
H 0.74 -1.28 2.63
H -0.67 -1.75 1.63
H 0.98 -1.66 0.93
H -0.38 0.94 2.28
H 1.17 0.84 1.46
H -0.51 0.40 -0.68
H -0.12 1.77 0.07
H -1.50 0.85 0.55
H 0.77 -0.68 -3.30
H -0.68 -0.44 -3.20
O 0.15 0.01 -2.87
```

Results
net charge	+1
HOMO-LUMO gap	12.18	eV

## z
A cluster of 2 separate species, C2H10NO in total. Source: the OMol25 dataset; level of theory: wB97M-V/def2-TZVPD.

Geometry as XYZ:
```
14
Properties=species:S:1:pos:R:3
N -1.92 0.15 -1.67
H -2.41 1.02 -1.85
H -1.42 0.30 -0.72
H -2.57 -0.61 -1.51
H -1.33 -0.13 -2.45
C 1.15 0.25 0.37
O -0.26 0.45 0.33
C 1.54 -0.89 1.30
H 1.44 -0.07 -0.63
H 1.67 1.19 0.52
H -0.63 0.70 1.15
H 2.62 -0.95 1.44
H 1.07 -0.79 2.28
H 1.13 -1.81 0.89
```

Results
net charge	+1
HOMO-LUMO gap	11.44	eV

Quick look at relative energies in kcal/mol: w 5.0; x 17.1; y 12.8; z 0.0.

## w
An isolated molecule of C3H9NS2. Source: the OMol25 dataset; level of theory: wB97M-V/def2-TZVPD.

Geometry as XYZ:
```
15
Properties=species:S:1:pos:R:3
N 1.39 0.58 1.58
C 1.26 0.59 0.13
C 2.31 1.42 -0.58
C -0.11 1.14 -0.31
S -1.48 0.04 0.23
S -1.04 -1.77 -0.69
H 2.36 0.47 1.86
H 0.99 1.42 1.97
H 1.22 -0.42 -0.24
H 3.36 1.14 -0.48
H 2.03 1.50 -1.64
H 2.29 2.48 -0.28
H -0.33 2.13 0.10
H -0.05 1.12 -1.39
H -0.65 -2.34 0.46
```

Results
HOMO-LUMO gap	9.31	eV

## x
An isolated molecule of C3H9NS2. Source: the OMol25 dataset; level of theory: wB97M-V/def2-TZVPD.

Geometry as XYZ:
```
15
Properties=species:S:1:pos:R:3
S -1.25 2.34 2.83
S -0.67 0.54 1.95
C 0.06 1.17 0.39
C 0.69 0.00 -0.43
C -0.35 -0.98 -0.92
N 0.31 -1.93 -1.82
H -0.23 2.42 3.66
H 0.91 1.86 0.70
H -0.69 1.76 -0.18
H 1.52 -0.48 0.14
H 1.23 0.41 -1.22
H -1.19 -0.52 -1.52
H -0.78 -1.55 -0.17
H -0.44 -2.53 -2.18
H 0.87 -2.50 -1.24
```

Results
HOMO-LUMO gap	9.54	eV

## y
An isolated molecule of C3H9NS2. Source: the OMol25 dataset; level of theory: wB97M-V/def2-TZVPD.

Geometry as XYZ:
```
15
Properties=species:S:1:pos:R:3
S 1.22 -1.27 -2.99
S 0.93 0.63 -2.26
C -0.27 0.44 -0.85
C 0.41 0.91 0.45
C -0.07 0.15 1.79
N -0.98 -0.97 1.69
H 0.27 -1.19 -3.93
H -1.21 0.84 -1.21
H -0.31 -0.64 -0.76
H 1.50 0.89 0.44
H 0.08 1.94 0.59
H 0.91 -0.09 2.20
H -0.41 0.94 2.45
H -0.41 -1.76 1.45
H -1.66 -0.81 0.96
```

Results
HOMO-LUMO gap	9.59	eV

Quick look at relative energies in kcal/mol: w 0.0; x 6.0; y 14.4.

## w
A cluster of 2 separate species, C3H9NS2 in total. Source: the OMol25 dataset; level of theory: wB97M-V/def2-TZVPD.

Geometry as XYZ:
```
15
Properties=species:S:1:pos:R:3
S -1.08 3.19 -0.19
S -1.65 2.15 1.59
H -0.16 4.03 0.37
H -0.80 1.16 1.31
C 1.55 -0.84 -0.73
C 0.14 -0.92 -0.11
C -0.08 -1.58 1.05
N -0.84 -0.23 -0.87
H 1.86 0.26 -0.81
H 1.58 -1.28 -1.75
H 2.28 -1.45 -0.20
H -1.07 -1.63 1.43
H 0.70 -2.10 1.54
H -0.63 -0.31 -1.87
H -1.81 -0.44 -0.74
```

Results
HOMO-LUMO gap	8.75	eV

## x
A cluster of 2 separate species, C3H9NS2 in total. Source: the OMol25 dataset; level of theory: wB97M-V/def2-TZVPD.

Geometry as XYZ:
```
15
Properties=species:S:1:pos:R:3
C 1.84 0.19 1.63
S 0.31 0.25 2.64
S -0.18 2.26 2.45
H 2.32 1.15 1.74
H 1.67 0.16 0.55
H 2.39 -0.70 1.91
H -1.41 2.03 1.95
C -1.31 -1.59 -2.25
C -0.92 -0.36 -1.91
N -0.55 0.09 -0.66
H -1.56 -2.39 -1.56
H -1.27 -1.79 -3.31
H -0.69 0.35 -2.70
H -0.62 -0.58 0.08
H -0.03 0.94 -0.57
```

Results
HOMO-LUMO gap	8.39	eV

## y
A cluster of 4 separate species, C3H9NS2 in total. Source: the OMol25 dataset; level of theory: wB97M-V/def2-TZVPD.

Geometry as XYZ:
```
15
Properties=species:S:1:pos:R:3
N 0.61 1.01 -1.30
C -0.41 0.57 -0.45
C -0.71 -0.82 0.24
C -0.12 0.47 1.00
S -3.68 -0.13 0.91
S 2.57 -0.67 -0.04
H 3.91 -0.77 0.01
H 1.41 0.24 -1.33
H -1.34 1.00 -0.84
H -0.57 -1.55 -1.28
H -1.84 -0.83 0.33
H -0.56 -1.64 0.97
H -0.87 1.03 1.55
H 0.81 0.11 1.46
H 0.79 2.00 -1.24
```

Results
HOMO-LUMO gap	3.37	eV

Quick look at relative energies in kcal/mol: w 0.0; x 7.2; y 263.2.

## w
An isolated molecule of C3H9NS2. Source: the OMol25 dataset; level of theory: wB97M-V/def2-TZVPD.

Geometry as XYZ:
```
15
Properties=species:S:1:pos:R:3
S -1.21 1.31 1.96
S -2.21 0.51 0.32
C -1.32 -1.11 0.21
C 0.15 -0.91 -0.08
N 0.56 -0.02 -1.16
C 1.83 0.64 -0.78
H -1.75 2.53 1.82
H -1.87 -1.66 -0.54
H -1.52 -1.68 1.12
H 0.62 -0.59 0.86
H 0.56 -1.90 -0.28
H -0.21 0.61 -1.41
H 2.45 -0.22 -0.54
H 2.26 1.20 -1.58
H 1.64 1.30 0.08
```

Results
HOMO-LUMO gap	8.67	eV

## x
A cluster of 2 separate species, C3H9NS2 in total. Source: the OMol25 dataset; level of theory: wB97M-V/def2-TZVPD.

Geometry as XYZ:
```
15
Properties=species:S:1:pos:R:3
C 1.94 1.13 -0.09
S 1.86 -0.23 1.12
S 1.68 -1.86 -0.10
H 1.01 1.30 -0.63
H 2.26 2.00 0.48
H 2.75 0.89 -0.77
H 2.98 -2.15 -0.29
C -2.29 0.40 0.77
C -1.27 -0.73 -0.97
N -2.03 0.23 -0.66
H -2.62 -0.53 1.23
H -1.35 0.69 1.24
H -3.05 1.16 0.93
H -0.90 -0.79 -1.99
H -0.97 -1.51 -0.27
```

Results
HOMO-LUMO gap	9.84	eV

Quick look at relative energies in kcal/mol: w 0.0; x 8.7.